The following is a DFT calculation (ωB97M-V with the def2-TZVPD basis set) of 3 unconnected molecules or ions with the total composition C43H70F3O8P at a distorted geometry.

The geometry in XYZ format:
```
125
C43H70F3O8P | OMol25 | ωB97M-V with the def2-TZVPD basis set
C 4.0391 1.0352 3.7908
C 2.9752 0.5757 2.9782
C 2.5369 1.2415 1.5816
O 3.2489 0.9708 0.5834
O 1.3686 2.0572 1.5304
C 0.1811 1.2637 1.9290
C -1.1289 2.0659 1.4936
C -2.5084 1.3794 1.9886
C -3.7017 2.2365 1.2796
C -3.8453 1.8772 -0.2757
C -4.9455 0.7599 -0.6204
C -4.3727 -0.7265 -0.4501
C -4.5681 -1.4497 0.9331
C -5.3730 -0.7510 2.1530
C -6.8230 -1.5109 2.1727
C -7.6721 -1.2178 3.4983
O -9.0571 -1.6002 3.2049
C -9.9752 -0.5198 3.4880
C -4.0066 -2.8863 1.2309
C -4.1637 -3.6124 2.6638
C -2.7913 -3.3855 3.5039
O -2.7194 -1.9793 3.8275
C -2.8247 -4.1699 4.9288
F -3.4914 -5.4138 4.8661
F -3.4630 -3.3555 5.9178
F -1.4727 -4.3855 5.3665
C -3.2452 -3.5615 0.0386
C -3.0816 -2.8713 -1.3663
C -3.6439 -1.4231 -1.6316
P -3.3652 -0.7439 -3.3657
C -4.6839 -1.3721 -4.5673
C -3.1605 1.1309 -3.4162
C -2.3183 -3.7326 -2.4742
O -2.6198 -3.7882 -3.6866
C -1.0926 -4.6265 -1.9094
O 0.0883 -4.8263 -2.6762
C 1.1121 -3.8425 -2.3761
C 2.2759 -4.5291 -1.4726
C 3.7247 -3.9259 -1.8131
O 1.9348 -4.3024 -0.0609
C -1.2382 -5.2533 -0.6317
C -2.5872 -5.0253 0.2264
O -3.0795 -5.9314 0.9366
H 5.0013 1.5085 3.3830
H 3.9989 0.8866 4.9263
H 2.4066 -0.3539 3.3321
H 0.2690 0.2835 1.3189
H 0.2896 1.0939 3.0555
H -1.0918 3.1338 1.9389
H -1.0762 2.2075 0.3592
H -2.4864 0.2894 1.6479
H -2.5996 1.3974 3.1383
H -4.6739 2.2193 1.8755
H -3.3287 3.3326 1.3234
H -2.8274 1.4345 -0.6007
H -4.0874 2.8129 -0.8996
H -5.8939 0.9646 -0.0079
H -5.2768 0.8424 -1.7255
H -5.6133 0.3422 1.9473
H -4.8968 -0.9556 3.1674
H -6.6047 -2.6335 2.0717
H -7.4125 -1.2287 1.2179
H -7.5773 -0.1566 3.9036
H -7.3142 -1.9833 4.2899
H -9.5403 0.5268 3.3556
H -10.8464 -0.5993 2.7301
H -10.4589 -0.6436 4.5258
H -4.9804 -3.1156 3.3115
H -4.4551 -4.7095 2.5805
H -1.8590 -3.6373 2.8907
H -1.9124 -1.7616 4.3401
H -5.5120 -0.5837 -4.6187
H -5.0654 -2.3800 -4.1549
H -4.1854 -1.5231 -5.5950
H -2.3787 1.5363 -2.6864
H -4.1560 1.7178 -3.3403
H -2.7563 1.3837 -4.4713
H 1.6306 -3.5909 -3.3803
H 0.7268 -2.8630 -1.9375
H 2.3218 -5.6602 -1.6952
H 3.6085 -2.8445 -2.1883
H 4.4170 -3.8706 -0.8882
H 4.3054 -4.5022 -2.6074
H 2.1286 -3.3458 0.0663
H -0.4372 -5.9185 -0.1748
C 1.1819 2.8035 -1.5889
C 1.2880 3.8028 -2.7325
C 1.8659 3.1927 -4.0107
C 3.2984 2.6640 -3.8869
C 4.3321 3.6985 -3.4349
C 4.4834 4.8605 -4.4085
H 2.1606 2.4163 -1.2972
H 0.7412 3.2805 -0.7106
H 0.5466 1.9576 -1.8707
H 1.8848 4.6634 -2.4148
H 0.2871 4.1899 -2.9533
H 1.8184 3.9392 -4.8106
H 1.2195 2.3667 -4.3340
H 3.6032 2.2603 -4.8594
H 3.3196 1.8191 -3.1911
H 5.3012 3.1994 -3.3346
H 4.0808 4.0826 -2.4416
H 4.7847 4.5010 -5.3966
H 5.2487 5.5538 -4.0520
H 3.5523 5.4219 -4.5159
C 6.0254 0.9835 -1.0410
C 6.3162 1.2948 0.4198
C 6.8321 2.7183 0.6397
C 8.1633 3.0404 -0.0465
C 9.3289 2.1290 0.3448
C 9.6830 2.2095 1.8244
H 6.9257 1.0540 -1.6570
H 5.6361 -0.0328 -1.1402
H 5.2780 1.6733 -1.4428
H 7.0279 0.5635 0.8174
H 5.3953 1.1667 0.9932
H 6.9221 2.8985 1.7166
H 6.0773 3.4290 0.2796
H 8.4308 4.0775 0.1871
H 8.0357 3.0007 -1.1328
H 10.2077 2.4192 -0.2401
H 9.1109 1.0912 0.0760
H 9.9541 3.2320 2.1025
H 10.5343 1.5612 2.0441
H 8.8515 1.8898 2.4569
```

SMILES: C=CC(=O)OCCCCCCc1c(CCCOC)c(C[C@@H](O)C(F)(F)F)c2c(c1P(C)C)C(=O)C(OC[C@@H](C)O)=CC2=O.CCCCCC.CCCCCC
HOMO energy (eV): -7.71
Energy relative to the best compared isomer or geometry (same formula, charge and spin) (kJ/mol): 0.0
Orbital gap (eV): 6.65
F_max (eV/A): 4.757

Löwdin population analysis, charges in e, atoms 1 to 99: atom 1 (C): 0.02, atom 2 (C): -0.06, atom 3 (C): -0.36, atom 4 (O): 0.06, atom 5 (O): -0.09, atom 6 (C): -0.16, atom 7 (C): -0.17, atom 8 (C): -0.18, atom 9 (C): -0.19, atom 10 (C): -0.20, atom 11 (C): -0.17, atom 12 (C): -0.10, atom 13 (C): -0.05, atom 14 (C): -0.14, atom 15 (C): -0.16, atom 16 (C): -0.21, atom 17 (O): -0.23, atom 18 (C): -0.13, atom 19 (C): -0.03, atom 20 (C): -0.07, atom 21 (C): -0.21, atom 22 (O): -0.06, atom 23 (C): -0.33, atom 24 (F): 0.08, atom 25 (F): 0.06, atom 26 (F): 0.05, atom 27 (C): 0.02, atom 28 (C): -0.04, atom 29 (C): -0.24, atom 30 (P): 0.88, atom 31 (C): -0.30, atom 32 (C): -0.34, atom 33 (C): -0.24, atom 34 (O): 0.04, atom 35 (C): -0.14, atom 36 (O): -0.09, atom 37 (C): -0.13, atom 38 (C): -0.34, atom 39 (C): -0.07, atom 40 (O): -0.10, atom 41 (C): 0.10, atom 42 (C): -0.26, atom 43 (O): 0.04, atom 44 (H): 0.07, atom 45 (H): 0.07, atom 46 (H): 0.11, atom 47 (H): 0.15, atom 48 (H): 0.13, atom 49 (H): 0.13, atom 50 (H): 0.10, atom 51 (H): 0.10, atom 52 (H): 0.12, atom 53 (H): 0.10, atom 54 (H): 0.11, atom 55 (H): 0.09, atom 56 (H): 0.12, atom 57 (H): 0.11, atom 58 (H): 0.09, atom 59 (H): 0.08, atom 60 (H): 0.11, atom 61 (H): 0.11, atom 62 (H): 0.13, atom 63 (H): 0.12, atom 64 (H): 0.13, atom 65 (H): 0.09, atom 66 (H): 0.10, atom 67 (H): 0.10, atom 68 (H): 0.12, atom 69 (H): 0.12, atom 70 (H): 0.17, atom 71 (H): 0.12, atom 72 (H): 0.04, atom 73 (H): 0.06, atom 74 (H): 0.05, atom 75 (H): 0.03, atom 76 (H): 0.04, atom 77 (H): 0.05, atom 78 (H): 0.14, atom 79 (H): 0.15, atom 80 (H): 0.16, atom 81 (H): 0.08, atom 82 (H): 0.09, atom 83 (H): 0.08, atom 84 (H): 0.09, atom 85 (H): 0.13, atom 86 (C): -0.11, atom 87 (C): -0.26, atom 88 (C): -0.23, atom 89 (C): -0.22, atom 90 (C): -0.28, atom 91 (C): -0.11, atom 92 (H): 0.05, atom 93 (H): 0.06, atom 94 (H): 0.08, atom 95 (H): 0.10, atom 96 (H): 0.10, atom 97 (H): 0.10, atom 98 (H): 0.11, atom 99 (H): 0.11